Formula: C4H9NO2
Source: OMol25
Level of theory: wB97M-V/def2-TZVPD

- Maximum force: 3.79 eV/Å
- ⟨S²⟩: 0.76
- Multiplicity: 2
- HOMO-LUMO gap (spin up / spin down): 0.197 / 0.310 hartree
- Charge: -1
- Lowest unoccupied orbital energy (spin up / spin down): 4.113 / 4.089 eV
- Highest occupied orbital energy (spin up / spin down): -1.244 / -4.351 eV
- Energy: -9875.3002 eV

Geometry as XYZ:
```
16
Properties=species:S:1:pos:R:3:nbo_charge:R:1
C -0.32309 -0.27785 -2.69590 -0.479
N 0.82102 0.64981 -2.50345 -0.504
C -0.68183 0.14641 3.24186 -0.870
C 1.25458 0.76112 -1.25215 0.014
C 0.75897 -0.11549 -0.07555 0.323
O -0.71090 0.04044 0.08319 -0.760
O 1.64382 -0.86186 0.48410 -0.720
H -0.62591 -0.20712 -3.77920 0.169
H -1.23931 0.05637 -2.12468 0.210
H -0.14422 -1.30534 -2.47445 0.176
H 0.01815 0.25510 4.07342 0.190
H -0.31910 -0.59633 2.46740 0.264
H -1.70702 -0.12907 3.56305 0.189
H -0.74849 1.10096 2.68631 0.219
H 2.17514 1.28821 -1.17743 0.155
H -0.17181 -0.80537 -0.51653 0.424
```